1.
A cluster of 2 separate species, C4H3ClF2 in total, computed with ωB97M-V/def2-TZVPD.

Geometry as XYZ:
```
10
C4H3ClF2 ωB97M-V/def2-TZVPD
C -0.528 -1.312 -1.083
C 0.519 -1.879 -1.221
C -0.133 0.822 1.449
C -0.034 1.347 0.251
F 1.095 1.720 -0.331
F -1.054 1.601 -0.556
Cl 1.961 -2.613 -1.454
H -1.475 -0.894 -0.932
H -1.093 0.558 1.841
H 0.745 0.651 2.037
```

Results
**SMILES string**: C=C(F)F.C#CCl
**Highest occupied orbital energy**: -9.7846 eV
**Frontier orbital gap**: 0.3878 Eh
**Relative energy (zero: lowest compared OMol25 entry of this formula, charge and spin)**: 170.9 kJ/mol
**E_LUMO**: 0.77 eV

***

2.
An isolated molecule of C4H3ClN2S, computed with ωB97M-V/def2-TZVPD.

Geometry as XYZ:
```
11
C4H3ClN2S ωB97M-V/def2-TZVPD
C 0.581 -0.175 1.128
C -0.674 0.382 0.563
C -1.453 -0.192 -0.361
C -1.167 -1.478 -0.917
H 3.089 -0.533 -1.170
H 0.580 -0.317 2.221
H -2.348 0.278 -0.681
N 1.674 -0.435 0.531
N -0.965 -2.540 -1.351
S 1.834 -0.134 -1.137
Cl -1.138 1.902 1.240
```

Results
**SMILES string**: N#C/C=C(Cl)\C=N/S
**Highest occupied orbital energy**: -9.5024 eV
**Frontier orbital gap**: 0.3321 Eh
**Relative energy (zero: lowest compared OMol25 entry of this formula, charge and spin)**: 148.1 kJ/mol
**E_LUMO**: -0.47 eV

***

3.
An isolated molecule of C4H3ClO, computed with ωB97M-V/def2-TZVPD.

Geometry as XYZ:
```
9
C4H3ClO ωB97M-V/def2-TZVPD
C 0.415 0.829 0.773
C 0.617 0.240 -0.535
C -0.704 0.412 1.287
C -0.124 -0.828 -0.804
O -1.727 0.078 1.721
Cl -0.115 -1.577 -2.354
H 1.103 1.496 1.251
H 1.280 0.700 -1.247
H -0.744 -1.349 -0.094
```

Results
**SMILES string**: O=C=C/C=C/Cl
**Highest occupied orbital energy**: -8.4328 eV
**Frontier orbital gap**: 0.3381 Eh
**Relative energy (zero: lowest compared OMol25 entry of this formula, charge and spin)**: 97.0 kJ/mol
**E_LUMO**: 0.77 eV

***

4.
A structure of composition C4H3CoLiO6, computed with ωB97M-V/def2-TZVPD.

Geometry as XYZ:
```
15
C4H3CoLiO6 ωB97M-V/def2-TZVPD
O 0.239 3.846 -0.320
C -0.124 2.634 -0.296
O -0.544 2.045 -1.328
O -0.059 2.026 0.888
C -0.724 0.767 1.144
O -0.581 -1.483 0.387
C 0.059 -2.595 0.028
C 0.163 -0.335 0.801
O 1.290 -2.764 0.203
O -0.593 -3.398 -0.705
Li -0.237 3.768 -2.193
Co 0.897 -4.487 -1.093
H -1.685 0.731 0.614
H 0.949 -0.148 0.051
H 0.951 -0.606 1.817
```

Results
**Charge**: -1
**Spin multiplicity**: 5
**Highest occupied orbital energy (spin up / spin down)**: -0.9415 / -1.6376 eV
**Frontier orbital gap (spin up / spin down)**: 0.0694 / 0.0946 Eh
**E_LUMO (spin up / spin down)**: 0.95 / 0.94 eV

***

5.
A structure of composition C4H3CrFO5, computed with ωB97M-V/def2-TZVPD.

Geometry as XYZ:
```
14
C4H3CrFO5 ωB97M-V/def2-TZVPD
C 0.785 0.495 0.397
C 0.507 0.871 -1.048
F 1.021 1.662 1.073
H 1.649 -0.166 0.542
H -0.374 1.523 -1.102
H 1.388 1.388 -1.443
O 0.299 -0.322 -1.806
C -0.722 -0.389 -2.631
O -1.006 -1.287 -3.349
O -0.326 -0.140 0.941
Cr -2.351 -0.133 1.304
O -1.365 -1.546 2.227
O 0.708 -0.905 2.825
C -0.214 -1.050 2.070
```

Results
**Charge**: +1
**Spin multiplicity**: 6
**Highest occupied orbital energy (spin up / spin down)**: -12.6980 / -15.6691 eV
**Frontier orbital gap (spin up / spin down)**: 0.1939 / 0.3189 Eh
**E_LUMO (spin up / spin down)**: -7.42 / -6.99 eV

***

6.
A cluster of 2 separate species, C4H3F2NO in total, computed with ωB97M-V/def2-TZVPD.

Geometry as XYZ:
```
11
C4H3F2NO ωB97M-V/def2-TZVPD
C 0.514 -0.305 -0.693
C 1.102 0.995 -1.361
C 0.085 -0.007 0.663
C -1.067 -0.034 1.239
H -1.093 -1.615 -0.551
H 1.545 -0.866 -0.582
H -2.137 0.190 0.743
N 1.443 1.975 -1.926
O -0.428 -0.913 -1.593
F 1.132 0.232 1.456
F -1.096 0.347 2.605
```

Results
**Highest occupied orbital energy**: -11.0136 eV
**Frontier orbital gap**: 0.3714 Eh
**Relative energy (zero: lowest compared OMol25 entry of this formula, charge and spin)**: 391.4 kJ/mol
**E_LUMO**: -0.91 eV